## a
DFT (ωB97M-V/def2-TZVPD) results for one molecule with the formula C8H7NO3.

```
19
Properties=species:S:1:pos:R:3
O -1.4355 -2.1386 -0.2257
O 1.9463 -0.2664 1.2939
O 1.0188 -2.1523 0.5742
N 2.7300 -0.0427 -1.8790
C 1.9927 0.9109 0.3575
C 0.8541 1.9128 0.7090
C -1.4135 -0.8404 -0.0026
C -2.6426 -0.1404 -0.3939
C -0.2727 1.2518 0.8132
C 2.3722 0.5009 -0.8633
C 0.9100 -0.9362 0.7276
C -0.2941 -0.2039 0.4744
H -3.2901 -0.5643 -1.0588
H -1.2545 1.6097 0.9989
H 1.0554 3.0541 0.8870
H -2.2960 0.7475 -0.7247
H 3.6864 -0.2568 -2.2132
H -3.1515 0.0315 0.5176
H -0.5154 -2.4773 0.0078
```

Values from the calculation:
Charge = 0
Orbital gap = 9.2 eV
HOMO = -8.73 eV

---

## b
DFT (ωB97M-V/def2-TZVPD) results for one molecule with the formula C8H7NO3.

```
19
Properties=species:S:1:pos:R:3
O 1.2210 -3.5342 -1.6145
O 2.1147 -3.9521 0.3738
O -1.1952 0.2522 -2.0844
N 1.4472 -3.4027 -0.4127
C -0.9856 2.8183 0.4108
C -0.7088 0.7805 -0.7766
C 0.3366 -1.2669 -0.2184
C -1.5451 2.0261 -0.5288
C 0.9254 -2.2288 0.3888
C 0.4057 0.9489 1.2309
C -0.0714 0.1108 0.2312
C 0.0022 2.2927 1.3351
H -2.4424 2.1424 -1.2760
H 0.4031 2.7003 2.3017
H -1.0214 -0.7148 -2.2167
H 0.9563 0.3809 2.2138
H -1.6715 3.8377 0.6541
H 1.4438 -1.9863 1.4127
H 0.3854 -1.2050 -1.4249
```

Values from the calculation:
Charge = 0
Orbital gap = 8.7 eV
HOMO = -9.08 eV

---

Stability check: which of them is least stable? b.

---

## a
DFT (ωB97M-V/def2-TZVPD) results for a 2-piece molecular cluster, C4H11NO overall.

```
17
Properties=species:S:1:pos:R:3
O -5.0785 0.0649 -0.5940
N 0.6032 0.8626 -1.2570
C 1.0512 -0.5083 0.7393
C 0.7990 -0.6220 2.2614
C 2.0201 0.7533 -1.6116
C 0.1604 0.2580 -0.0585
H 2.1308 0.0074 -2.5184
H 1.8407 -0.9637 0.2208
H -5.4466 -0.0978 0.2787
H -0.7458 0.7003 0.3277
H -0.2183 -0.2256 2.6172
H -4.7374 -0.6841 -1.0267
H 2.7190 0.3409 -0.8999
H 1.6015 -0.2070 2.7799
H 2.3448 1.7531 -1.8345
H 0.1019 0.3285 -1.9671
H 0.8542 -1.7604 2.5427
```

Values from the calculation:
Charge = +1
Spin multiplicity = 2
Orbital gap (alpha / beta) = 9.5 / 6.2 eV
HOMO (alpha / beta) = -14.00 / -14.00 eV

---

## b
DFT (ωB97M-V/def2-TZVPD) results for a 2-piece molecular cluster, C4H11NO overall.

```
17
Properties=species:S:1:pos:R:3
O -0.7929 -3.6158 0.7586
N -0.6267 1.3058 0.6449
C 0.4010 0.4959 -1.3495
C 1.3402 0.3401 -0.1525
C -0.9768 0.8064 -0.7028
C 0.8291 1.4405 0.7566
H 1.3036 1.3058 1.7332
H -1.6974 -0.0038 -0.5820
H 1.0655 -0.6395 0.2477
H 0.6070 1.3669 -1.9799
H -1.1332 -2.9487 0.1592
H 2.3637 0.3652 -0.5020
H 0.1029 -3.7333 0.4233
H 1.0926 2.4492 0.4178
H -1.5039 1.5747 -1.2797
H -1.0876 2.1764 0.9270
H 0.3395 -0.3134 -2.0756
```

Values from the calculation:
Charge = +1
Spin multiplicity = 2
Orbital gap (alpha / beta) = 11.1 / 6.2 eV
HOMO (alpha / beta) = -14.52 / -14.52 eV

---

## c
DFT (ωB97M-V/def2-TZVPD) results for an isolated ion of composition C4H11NO and charge +1.

```
17
Properties=species:S:1:pos:R:3
O -0.6888 -0.5761 1.4022
N 1.6775 -0.7030 -0.5264
C 2.2638 0.3942 0.1959
C 0.2235 -0.3991 -0.9725
C -0.6172 0.2373 0.1816
C -2.0261 0.4653 -0.1869
H 1.4718 0.6446 1.0710
H -2.7084 0.9082 0.6143
H -1.4769 -1.1663 1.4211
H -2.5302 -0.5302 -0.1206
H 0.0181 0.1468 -1.9123
H 2.2887 1.2430 -0.4307
H 1.4812 -1.5279 0.1561
H -2.2410 1.0209 -1.1061
H 3.1666 0.1911 0.7277
H -0.1049 1.0426 0.5603
H -0.1978 -1.3914 -1.0748
```

Values from the calculation:
Charge = +1
Spin multiplicity = 2
Orbital gap (alpha / beta) = 12.3 / 7.0 eV
HOMO (alpha / beta) = -15.40 / -15.46 eV

---

Stability check: which of them is least stable? c.

---

## a
DFT (ωB97M-V/def2-TZVPD) results for a 2-piece molecular cluster, C4H11NO overall.

```
17
Properties=species:S:1:pos:R:3
O 2.3822 0.2793 -1.7386
N 0.3216 -0.6585 -0.0124
C -0.6631 -0.0891 -0.8885
C 0.3888 0.0705 1.2487
C -1.8069 0.0505 0.1238
C -1.1815 0.3070 1.5383
H -2.4760 0.8348 -0.1988
H 0.8743 1.0340 1.1546
H -0.8900 -0.7534 -1.7080
H 2.1411 -0.3961 -1.1105
H -0.3279 0.8870 -1.2824
H 0.1503 -1.6585 0.0451
H -1.4017 -0.5741 2.2418
H -2.3538 -0.8871 0.1410
H 0.9338 -0.5533 1.9637
H 2.9732 0.9297 -1.3451
H -1.3746 1.2556 1.9739
```

Values from the calculation:
Charge = +1
Spin multiplicity = 2
Orbital gap (alpha / beta) = 12.1 / 7.2 eV
HOMO (alpha / beta) = -15.54 / -15.46 eV

---

## b
DFT (ωB97M-V/def2-TZVPD) results for a 2-piece molecular cluster, C4H11NO overall.

```
17
Properties=species:S:1:pos:R:3
O 0.2203 2.7357 -1.1233
N -1.7077 1.3680 -0.8706
C 0.9758 -1.6664 1.4265
C 1.4378 -2.0184 0.1901
C -0.0861 -2.4174 2.1167
C -0.4120 1.5393 -1.4537
H 0.1176 -3.4901 2.0428
H -1.0789 -2.2556 1.6828
H -1.7684 1.5561 0.1221
H -0.1566 -2.1037 3.1579
H 0.2028 0.7456 -0.9901
H -0.3665 3.5004 -1.1478
H 1.4366 -0.8759 1.9964
H -0.4799 1.3591 -2.5249
H 0.9201 -2.7979 -0.3478
H 2.1913 -1.4864 -0.3657
H -2.5203 1.6496 -1.4019
```

Values from the calculation:
Charge = +1
Spin multiplicity = 2
Orbital gap (alpha / beta) = 10.8 / 3.3 eV
HOMO (alpha / beta) = -14.57 / -12.56 eV

---

Stability check: which of them is least stable? b.

---

## a
DFT (ωB97M-V/def2-TZVPD) results for a 2-piece molecular cluster, ClH3N2OS overall.

```
8
Properties=species:S:1:pos:R:3
Cl 2.8315 0.4843 -0.4352
S -0.9164 1.1438 -0.5920
O -1.8853 1.6153 0.3492
N 1.7341 0.8248 0.7815
N -1.0910 -0.5166 -0.6412
H -0.7545 -0.9487 -1.4553
H 1.2331 1.6630 0.6022
H -2.0301 -0.8587 -0.4301
```

Values from the calculation:
Charge = 0
Orbital gap (alpha / beta) = 9.5 / 7.2 eV
HOMO (alpha / beta) = -10.02 / -8.09 eV

---

## b
DFT (ωB97M-V/def2-TZVPD) results for a 2-piece molecular cluster, ClH3N2OS overall.

```
8
Properties=species:S:1:pos:R:3
Cl 1.3111 1.2708 1.4499
S -0.4749 -0.9104 -0.3298
O -0.7315 -2.3394 -0.1047
N -1.4936 0.1350 -0.6650
N 1.0380 -0.6119 -0.3832
H -2.3502 -0.2643 -0.8063
H 0.9080 0.3191 -0.7766
H 1.7931 2.4012 1.6159
```

Values from the calculation:
Charge = 0
Orbital gap = 10.5 eV
HOMO = -10.66 eV

---

## c
DFT (ωB97M-V/def2-TZVPD) results for a 2-piece molecular cluster, ClH3N2OS overall.

```
8
Properties=species:S:1:pos:R:3
Cl -0.8780 -2.0473 0.9771
S 0.0823 1.1950 -1.3415
O 0.9677 1.6370 -0.2199
N 0.5967 -1.4044 0.2691
N -1.3453 1.3531 -0.9297
H -1.3549 1.7616 0.0479
H 0.5520 -0.4236 0.5674
H 1.3794 -2.0716 0.6296
```

Values from the calculation:
Charge = 0
Orbital gap = 8.9 eV
HOMO = -9.82 eV

---

Stability check: which of them is least stable? a.

---

## a
DFT (ωB97M-V/def2-TZVPD) results for a 2-piece molecular cluster, C4H10 overall.

```
14
Properties=species:S:1:pos:R:3
C -3.2104 0.7185 -1.1240
C 4.3833 -1.0443 1.0335
C 3.4506 -1.9439 0.7301
C -3.7527 1.9378 -0.4109
H -3.5144 1.9189 0.6479
H -3.5917 0.5120 -2.1270
H -2.1490 0.8427 -1.3512
H 2.4659 -1.7830 0.3000
H -3.3787 -0.2052 -0.5730
H -4.8458 1.9676 -0.4283
H 3.6818 -2.9939 0.5487
H -3.3736 2.8607 -0.8371
H 5.4094 -1.2910 0.7931
H 4.0525 -0.0958 1.4402
```

Values from the calculation:
Charge = 0
Orbital gap = 10.8 eV
HOMO = -9.68 eV

---

## b
DFT (ωB97M-V/def2-TZVPD) results for a 2-piece molecular cluster, C4H10 overall.

```
14
Properties=species:S:1:pos:R:3
C -4.6318 -0.6155 0.5623
C 5.8643 0.7405 0.4133
C 6.0391 -0.3640 -0.2824
C -4.3394 0.3820 -0.5736
H 4.8798 1.1782 0.4955
H -5.6455 -0.4119 0.9107
H -3.4131 0.0358 -1.0533
H -4.7049 -1.6034 0.1293
H 6.6879 1.2381 0.9017
H 5.2716 -0.9653 -0.7535
H 7.0213 -0.8212 -0.3526
H -5.0661 0.3501 -1.3894
H -3.8490 -0.5606 1.3047
H -4.1142 1.4172 -0.3127
```

Values from the calculation:
Charge = 0
Orbital gap = 11.6 eV
HOMO = -10.26 eV

---

## c
DFT (ωB97M-V/def2-TZVPD) results for a 2-piece molecular cluster, C4H10 overall.

```
14
Properties=species:S:1:pos:R:3
C -0.6147 1.9424 -1.6124
C 0.0324 -2.7532 2.2640
C 0.6360 1.2514 -2.2732
C -0.1816 -1.5952 2.9720
H 0.6205 0.2175 -2.1816
H -1.0178 1.1898 -0.9208
H 1.0230 -3.0725 1.8955
H 1.5892 1.6627 -1.8513
H -0.4220 2.7805 -0.8892
H -0.8347 -3.2338 1.8376
H -1.0318 2.4569 -2.5065
H 0.8137 -1.1246 3.3258
H 0.5512 1.4429 -3.3412
H -1.1634 -1.1647 3.2812
```

Values from the calculation:
Charge = 0
Orbital gap = 11.1 eV
HOMO = -10.05 eV

---

## d
DFT (ωB97M-V/def2-TZVPD) results for a 2-piece molecular cluster, C4H10 overall.

```
14
Properties=species:S:1:pos:R:3
C -0.8929 -1.2087 0.3663
C 0.0329 -0.2562 0.4393
C -0.3304 1.1769 0.7216
C 1.4730 -0.5191 0.0863
H 0.1387 1.8426 -0.0145
H 0.0040 1.5064 1.7062
H 1.7052 -1.5870 0.1063
H -1.9379 -0.9959 0.5753
H -1.4129 1.3312 0.6597
H -1.0113 0.2889 -2.0218
H 1.6742 -0.1388 -0.9257
H -0.6408 -2.2330 0.1029
H -0.9730 0.8014 -2.5600
H 2.1712 -0.0089 0.7581
```

Values from the calculation:
Charge = 0
Orbital gap = 10.5 eV
HOMO = -9.33 eV

---

Stability check: which of them is least stable? c.

---

## a
DFT (ωB97M-V/def2-TZVPD) results for a 2-piece molecular cluster, C7H10S overall.

```
18
Properties=species:S:1:pos:R:3
S 0.5627 -2.6675 -1.5272
C 0.5462 -2.1120 0.0067
C -1.1610 0.4799 -1.1099
C 0.1124 0.2600 2.3952
C -2.2666 -0.3268 -0.9114
C -0.5211 0.6133 1.3348
C 1.2337 0.5630 -0.3156
C -0.1036 0.5108 -0.0773
H -3.1385 -0.2583 -1.6083
H -2.5633 -0.7002 0.0735
H 1.5402 -1.9261 0.5188
H -0.3403 -1.7332 0.5866
H -1.4966 1.2582 1.4672
H 1.0148 -0.2954 2.3594
H 1.4666 0.6636 -1.3953
H -0.8542 0.6994 -2.1454
H 1.8102 0.5651 0.5561
H -0.1894 0.4937 3.3826
```

Values from the calculation:
Charge = 0
Orbital gap = 8.4 eV
HOMO = -8.47 eV

---

## b
DFT (ωB97M-V/def2-TZVPD) results for one molecule with the formula C7H10S.

```
18
Properties=species:S:1:pos:R:3
S -0.1154 1.1286 1.4301
C -0.0671 0.6272 -1.0654
C -1.0833 1.1351 -0.1325
C -2.2911 1.6224 -0.4650
C 0.2755 -0.5865 -1.9045
C 1.2427 -1.1544 1.9638
C 0.2972 -0.6039 -0.4875
C 1.0710 -0.2650 0.7996
H -0.5963 -1.1478 -2.4093
H 0.8262 1.2157 -0.9560
H -2.6678 1.7230 -1.4438
H -2.9205 2.1340 0.2686
H 1.9045 -0.8094 2.8370
H 0.1262 -1.3719 2.4035
H 1.6381 -2.2358 1.5956
H -0.6589 -1.1491 -0.2562
H 1.9358 0.2388 0.5094
H 1.0833 -0.5010 -2.6874
```

Values from the calculation:
Charge = 0
Orbital gap = 9.3 eV
HOMO = -8.34 eV

---

## c
DFT (ωB97M-V/def2-TZVPD) results for one molecule with the formula C7H10S.

```
18
Properties=species:S:1:pos:R:3
S -0.5283 -2.0991 -0.4751
C -1.1677 -0.6412 0.4259
C 1.5033 0.8121 0.1878
C -0.9025 0.8945 0.2145
C 0.4181 1.2561 -0.4585
C -0.4099 0.1279 1.4403
C 1.1229 0.2104 1.4590
C 0.5606 1.8579 -1.7865
H 0.7158 1.1443 -2.6576
H 1.5076 -0.8063 1.4927
H -1.7068 1.6671 0.2429
H -2.2521 -0.7195 0.7792
H -0.5582 -1.5412 -1.6919
H 2.4731 0.7118 -0.3473
H 1.3356 2.6648 -1.7948
H 1.3964 0.7919 2.3815
H -0.8709 0.1065 2.3893
H -0.3363 2.4603 -2.0870
```

Values from the calculation:
Charge = 0
Orbital gap = 9.5 eV
HOMO = -8.65 eV

---

Stability check: which of them is least stable? b.

---

## a
DFT (ωB97M-V/def2-TZVPD) results for a 2-piece molecular cluster, C5H15N2O overall.

```
23
Properties=species:S:1:pos:R:3
O 1.7539 1.5902 3.6995
N 0.6829 1.1128 -0.5282
N -1.6547 -0.1148 0.2330
C -0.0017 -1.1366 -1.3489
C -1.0210 -1.3862 -0.2440
C -2.1350 -2.3122 -0.7205
C 1.1576 -0.1613 -1.0296
C 1.1974 2.2256 -0.8265
H -2.8486 -2.5900 0.0582
H 2.5396 1.4820 3.1418
H 0.5117 -2.0801 -1.4701
H -0.4833 -1.0024 -2.3130
H -2.0722 0.4108 -0.5410
H -1.6942 -3.2327 -1.0859
H 1.7390 -0.6404 -0.2385
H 0.9930 1.4796 3.1117
H 0.6453 3.1029 -0.4842
H 1.7334 -0.0633 -1.9562
H -0.5378 -1.9264 0.5557
H -2.6231 -1.9306 -1.6145
H 1.9657 2.4056 -1.5844
H -0.9371 0.5231 0.6343
H -2.3794 -0.3430 0.9098
```

Values from the calculation:
Charge = +1
Orbital gap = 10.8 eV
HOMO = -14.04 eV

---

## b
DFT (ωB97M-V/def2-TZVPD) results for C5H15N2O as an isolated structure.

```
23
Properties=species:S:1:pos:R:3
O -2.5393 -0.7067 0.6363
N 1.7310 0.1068 -2.0191
N 1.6810 0.4291 1.0440
C 0.2980 0.8696 1.1381
C 0.8345 -0.9145 -1.7646
C -0.5024 -0.3026 -1.2356
C -0.5095 -0.0160 2.0265
C -0.4300 0.9213 -0.2732
H 2.0853 0.4375 0.1010
H 0.6472 -1.5133 -2.6633
H -1.6190 0.0384 1.8635
H 1.2351 -1.6137 -0.9757
H 0.0758 1.7212 -0.8413
H 2.2454 -0.0079 -2.9001
H -1.1934 -1.0583 -0.8196
H 2.3103 0.8999 1.6853
H -3.5014 -0.7594 0.7616
H -1.0040 0.0773 -2.1203
H -0.3876 -1.9115 1.4700
H -0.1839 -0.0641 3.0628
H 0.2675 1.9338 1.4223
H -0.4162 -1.1335 1.4735
H -1.4363 1.2466 -0.0545
```

Values from the calculation:
Charge = +1
Orbital gap = 3.7 eV
HOMO = -12.13 eV

---

Stability check: which of them is least stable? b.

---

## a
DFT (ωB97M-V/def2-TZVPD) results for a 2-piece molecular cluster, C5H15N2O overall.

```
23
Properties=species:S:1:pos:R:3
O 1.7987 1.1565 -2.4771
N -1.9782 -0.2491 1.4662
N -1.4745 -2.1167 -0.4426
C 2.2795 0.1160 0.5576
C -0.5976 -0.2573 0.8183
C -0.0371 1.1361 0.8056
C -0.9261 -0.7429 -0.5912
C 1.4310 1.1244 0.4337
H -0.0252 -0.7962 -1.2056
H -1.6126 -0.1258 -1.1766
H -2.5860 0.3676 0.9280
H -0.5436 1.9007 0.2190
H 1.8094 2.0632 0.0514
H 0.0205 1.5250 1.8348
H -2.3402 -1.2082 1.3837
H 1.3055 1.2907 -3.2970
H 3.2816 0.3406 0.1971
H 2.6950 1.4306 -2.7100
H -1.9701 0.0566 2.4376
H -0.0208 -1.0466 1.2683
H -0.7000 -2.7626 -0.3538
H -1.9924 -2.3983 -1.2689
H 2.1833 -0.8042 1.1215
```

Values from the calculation:
Charge = +1
Orbital gap = 9.8 eV
HOMO = -12.85 eV

---

## b
DFT (ωB97M-V/def2-TZVPD) results for a 2-piece molecular cluster, C5H15N2O overall.

```
23
Properties=species:S:1:pos:R:3
O 1.6199 2.0513 3.1926
N 0.8055 0.7602 -0.9012
N 0.4917 -1.2411 0.9335
C -1.2994 -0.6254 -0.6754
C -0.6623 0.6696 -1.2095
C 0.9931 -2.1270 1.6850
C -0.8609 0.7855 -2.7008
C -0.9420 -1.1295 0.7411
H -0.2113 0.0866 -3.2278
H 2.2363 1.3062 3.2701
H 2.0636 -2.1785 1.8265
H -1.2894 -0.4124 1.4913
H -1.1148 1.5154 -0.6919
H 0.3856 -2.8099 2.3024
H 0.9967 0.1628 -0.0533
H -1.8462 0.4459 -3.0245
H -2.3669 -0.4352 -0.7258
H -0.7676 1.7989 -3.0821
H 1.9077 2.7431 3.7916
H -1.5483 -2.0359 0.8886
H 1.3569 0.3676 -1.6637
H -1.0619 -1.4302 -1.3617
H 1.1139 1.7320 -0.8052
```

Values from the calculation:
Charge = +1
Orbital gap = 11.3 eV
HOMO = -14.15 eV

---

Stability check: which of them is least stable? a.